ORCA calculation (ωB97M-V/def2-TZVPD) on 13 unconnected molecules or ions with the total composition H26O13 at a distorted geometry.

Its multiplicity is 1. For the total energy, the calculation gives -27036.99186 eV. For the orbital gap, the calculation gives 9.4 eV. Its HOMO energy is -9.658 eV. Its total charge is 0. Its energy above the lowest of the compared OMol25 structures with the same formula, charge and spin is 478.1 kJ/mol.

Bonds (Å) are listed after each position.
Cartesian coordinates (Å):
1 H -0.55 0.91 -0.16  O27 0.964
2 H -0.44 0.20 1.18  O27 0.964
3 H -3.13 -0.35 -1.42  O28 0.964
4 H -1.65 -0.50 -1.09  O28 0.964
5 H 1.43 1.00 -2.33  O29 0.964
6 H 1.11 0.66 -0.88  O29 0.964
7 H -2.28 2.37 0.37  O30 0.964
8 H -3.42 2.76 1.30  O30 0.964
9 H -0.33 -2.41 3.36  O31 0.964
10 H -1.31 -3.57 3.36  O31 0.964
11 H -4.03 -0.19 1.45  O32 0.964
12 H -4.60 0.09 0.07  O32 0.964
13 H 1.83 2.85 1.83  O33 0.964
14 H 2.69 4.04 2.19  O33 0.964
15 H 4.75 -0.14 0.43  O34 0.964
16 H 4.21 -0.25 1.85  O34 0.964
17 H 0.22 -1.53 -0.06  O35 0.964
18 H 1.20 -0.96 -1.08  O35 0.964
19 H -0.53 -4.11 -0.06  O36 0.964
20 H 0.66 -3.19 -0.28  O36 0.964
21 H 3.38 -2.14 -0.05  O37 0.964
22 H 2.56 -2.16 -1.32  O37 0.964
23 H 0.96 3.20 -1.14  O38 0.964
24 H -0.20 3.69 -1.99  O38 0.964
25 H -1.91 -0.27 -2.74  O39 0.964
26 H -0.87 0.83 -2.59  O39 0.964
27 O 0.07 0.72 0.55  H1 0.964, H2 0.964
28 O -2.44 -0.01 -0.84  H3 0.964, H4 0.964
29 O 1.77 0.51 -1.57  H5 0.964, H6 0.964
30 O -2.90 2.00 1.01  H7 0.964, H8 0.964
31 O -1.15 -2.70 2.96  H9 0.964, H10 0.964
32 O -4.74 -0.46 0.85  H11 0.964, H12 0.964
33 O 2.07 3.41 2.57  H13 0.964, H14 0.964
34 O 4.84 -0.65 1.24  H15 0.964, H16 0.964
35 O 0.28 -1.24 -0.98  H17 0.964, H18 0.964
36 O -0.11 -3.57 -0.73  H19 0.964, H20 0.964
37 O 3.18 -1.62 -0.83  H21 0.964, H22 0.964
38 O 0.34 2.91 -1.82  H23 0.964, H24 0.964
39 O -0.96 -0.13 -2.63  H25 0.964, H26 0.964



ORCA calculation (ωB97M-V/def2-TZVPD) on 2 unconnected molecules or ions with the total composition Cl2H2NP.

Its multiplicity is 1. For the total energy, the calculation gives -35856.44115 eV. For the orbital gap, the calculation gives 9.7 eV. Its HOMO energy is -10.233 eV. Its total charge is 0. Its energy above the lowest of the compared OMol25 structures with the same formula, charge and spin is 119.1 kJ/mol.

Bonds (Å) are listed after each position.
Cartesian coordinates (Å):
1 N -0.18 -1.01 -0.93  P2 1.544, H5 1.011
2 P 0.94 -0.73 0.10  N1 1.544, Cl4 2.006
3 Cl -0.77 2.86 0.79  H6 1.279
4 Cl 1.86 -2.51 0.17  P2 2.006
5 H -0.80 -0.24 -1.16  N1 1.011
6 H -1.05 1.63 1.04  Cl3 1.279



ORCA calculation (ωB97M-V/def2-TZVPD) on a single C4H8O2 molecule.

Its multiplicity is 1. For the total energy, the calculation gives -8369.42029 eV. For the orbital gap, the calculation gives 9.5 eV. Its HOMO energy is -8.623 eV. Its total charge is 0. Its energy above the lowest of the compared OMol25 structures with the same formula, charge and spin is 372.6 kJ/mol.

Bonds (Å) are listed after each position.
Cartesian coordinates (Å):
1 C 2.07 0.72 0.39  C2 1.480, H7 1.094, H8 1.095, H9 1.099
2 C 0.60 0.62 0.27  C1 1.480, O3 1.310
3 O 0.12 -0.28 1.09  C2 1.310, C4 1.462
4 C -1.21 -0.68 0.64  O3 1.462, C5 1.531, H11 1.094, H12 1.094
5 C -1.13 -0.73 -0.89  C4 1.531, O6 1.401, H10 1.103, H13 1.084
6 O -1.54 0.44 -1.54  C5 1.401, H14 0.976
7 H 2.24 1.67 0.90  C1 1.094
8 H 2.55 -0.11 0.92  C1 1.095
9 H 2.50 0.83 -0.62  C1 1.099
10 H -0.07 -0.98 -1.06  C5 1.103
11 H -1.96 0.03 1.01  C4 1.094
12 H -1.39 -1.67 1.06  C4 1.094
13 H -1.71 -1.55 -1.30  C5 1.084
14 H -0.98 1.15 -1.16  O6 0.976



Copy entry 1 word for word.
ORCA calculation (ωB97M-V/def2-TZVPD) on 13 unconnected molecules or ions with the total composition H26O13 at a distorted geometry.

Its multiplicity is 1. For the total energy, the calculation gives -27036.99186 eV. For the orbital gap, the calculation gives 9.4 eV. Its HOMO energy is -9.658 eV. Its total charge is 0. Its energy above the lowest of the compared OMol25 structures with the same formula, charge and spin is 478.1 kJ/mol.

Bonds (Å) are listed after each position.
Cartesian coordinates (Å):
1 H -0.55 0.91 -0.16  O27 0.964
2 H -0.44 0.20 1.18  O27 0.964
3 H -3.13 -0.35 -1.42  O28 0.964
4 H -1.65 -0.50 -1.09  O28 0.964
5 H 1.43 1.00 -2.33  O29 0.964
6 H 1.11 0.66 -0.88  O29 0.964
7 H -2.28 2.37 0.37  O30 0.964
8 H -3.42 2.76 1.30  O30 0.964
9 H -0.33 -2.41 3.36  O31 0.964
10 H -1.31 -3.57 3.36  O31 0.964
11 H -4.03 -0.19 1.45  O32 0.964
12 H -4.60 0.09 0.07  O32 0.964
13 H 1.83 2.85 1.83  O33 0.964
14 H 2.69 4.04 2.19  O33 0.964
15 H 4.75 -0.14 0.43  O34 0.964
16 H 4.21 -0.25 1.85  O34 0.964
17 H 0.22 -1.53 -0.06  O35 0.964
18 H 1.20 -0.96 -1.08  O35 0.964
19 H -0.53 -4.11 -0.06  O36 0.964
20 H 0.66 -3.19 -0.28  O36 0.964
21 H 3.38 -2.14 -0.05  O37 0.964
22 H 2.56 -2.16 -1.32  O37 0.964
23 H 0.96 3.20 -1.14  O38 0.964
24 H -0.20 3.69 -1.99  O38 0.964
25 H -1.91 -0.27 -2.74  O39 0.964
26 H -0.87 0.83 -2.59  O39 0.964
27 O 0.07 0.72 0.55  H1 0.964, H2 0.964
28 O -2.44 -0.01 -0.84  H3 0.964, H4 0.964
29 O 1.77 0.51 -1.57  H5 0.964, H6 0.964
30 O -2.90 2.00 1.01  H7 0.964, H8 0.964
31 O -1.15 -2.70 2.96  H9 0.964, H10 0.964
32 O -4.74 -0.46 0.85  H11 0.964, H12 0.964
33 O 2.07 3.41 2.57  H13 0.964, H14 0.964
34 O 4.84 -0.65 1.24  H15 0.964, H16 0.964
35 O 0.28 -1.24 -0.98  H17 0.964, H18 0.964
36 O -0.11 -3.57 -0.73  H19 0.964, H20 0.964
37 O 3.18 -1.62 -0.83  H21 0.964, H22 0.964
38 O 0.34 2.91 -1.82  H23 0.964, H24 0.964
39 O -0.96 -0.13 -2.63  H25 0.964, H26 0.964



Q: What is the multiplicity in the second record?
A: 1



Q: What is the multiplicity in the third record?
A: 1